# 1
Here is a structure of composition C26H58P4RhS at a distorted geometry from the OMol25 dataset. Energies are from ωB97M-V/def2-TZVPD.

Results
HOMO energy (spin up / spin down)   -14.256 / -16.824 eV
Orbital gap (spin up / spin down)   6.567 / 5.950 eV
2S+1   5
Energy relative to the best compared isomer or geometry (same formula, charge and spin)   0.00 kcal per mole
Expectation value of S²   6.035
Total charge   +3
LUMO energy (spin up / spin down)   -7.689 / -10.874 eV

Positions of all 90 atoms, in Å:
Rh1 0.572 0.877 -1.868
P1 2.198 1.565 -0.121
P2 -1.120 1.955 -0.650
P3 1.322 2.151 -3.491
H1 0.024 -0.718 0.700
C1 0.245 -1.222 -0.249
C2 1.484 -1.601 -0.646
H2 2.373 -1.429 -0.045
C3 2.201 0.823 1.561
C4 2.211 3.346 0.362
C5 3.960 1.319 -0.643
C6 -2.804 1.311 -1.006
C7 -1.134 2.048 1.179
C8 -1.169 3.681 -1.213
C9 2.517 1.376 -4.614
C10 2.080 3.748 -3.018
C11 -0.084 2.646 -4.537
H3 -0.661 -1.535 -0.782
H4 1.639 -2.158 -1.574
H5 2.773 -0.109 1.589
H6 1.184 0.621 1.911
H7 2.666 1.514 2.278
H8 1.243 3.675 0.758
H9 2.485 4.006 -0.466
H10 2.962 3.481 1.155
H11 4.140 0.246 -0.796
H12 4.646 1.687 0.133
H13 4.169 1.841 -1.588
H14 -3.540 2.009 -0.582
H15 -2.929 0.325 -0.541
H16 -2.970 1.205 -2.087
H17 -2.089 2.491 1.495
H18 -0.317 2.662 1.568
H19 -1.063 1.044 1.618
H20 -2.091 4.131 -0.827
H21 -1.169 3.743 -2.307
H22 -0.314 4.243 -0.822
H23 2.519 1.950 -5.545
H24 2.244 0.337 -4.814
H25 3.514 1.405 -4.165
H26 2.183 4.316 -3.950
H27 3.071 3.603 -2.572
H28 1.447 4.320 -2.330
H29 0.035 2.121 -5.496
H30 -0.035 3.735 -4.700
H31 -1.065 2.384 -4.111
C12 -0.559 -1.248 -4.403
C13 -1.411 -1.408 -5.524
C14 -1.188 -2.415 -6.456
C15 -0.078 -3.273 -6.321
C16 0.805 -3.054 -5.268
C17 0.596 -2.053 -4.331
S1 -1.063 -0.174 -3.159
H32 2.213 0.810 -2.006
H33 -2.272 -0.744 -5.627
H34 -1.885 -2.549 -7.278
H35 0.075 -4.100 -7.019
H36 1.683 -3.698 -5.177
H37 1.295 -1.864 -3.510
C18 -1.874 0.563 5.409
C19 -1.092 -0.732 5.146
C20 -1.686 -1.934 5.884
P4 -0.814 -1.012 3.331
C21 0.697 -2.117 3.145
C22 1.535 -2.228 4.428
C23 0.447 -3.495 2.534
C24 -2.377 -1.748 2.612
C25 -2.719 -3.184 3.013
C26 -3.582 -0.821 2.836
H38 -2.930 0.483 5.121
H39 -1.440 1.408 4.856
H40 -1.836 0.773 6.489
H41 -0.073 -0.568 5.542
H42 -1.189 -2.878 5.638
H43 -1.534 -1.780 6.959
H44 -2.764 -2.013 5.712
H45 1.290 -1.540 2.415
H46 1.023 -2.811 5.211
H47 2.474 -2.750 4.187
H48 1.801 -1.241 4.837
H49 -0.069 -3.434 1.570
H50 1.416 -3.980 2.363
H51 -0.118 -4.128 3.225
H52 -2.144 -1.753 1.532
H53 -2.704 -3.354 4.100
H54 -3.734 -3.405 2.648
H55 -2.059 -3.915 2.533
H56 -3.357 0.228 2.618
H57 -4.392 -1.140 2.170
H58 -3.959 -0.894 3.863

Cartesian forces (eV/Å) of the 6 atoms listed first:
Rh 2.6 -2.7 2.3
P 1.2 0.9 1.0
P -0.5 1.2 -0.3
P -0.3 2.1 -1.0
H 0.4 -0.2 -0.3
C 0.1 -0.5 -0.1

# 2
Here is a structure of composition C2H6N3O2S at a distorted geometry from the OMol25 dataset. Energies are from ωB97M-V/def2-TZVPD.

Results
HOMO energy (spin up / spin down)   -14.248 / -14.249 eV
Orbital gap (spin up / spin down)   8.655 / 8.656 eV
2S+1   1
Energy relative to the best compared isomer or geometry (same formula, charge and spin)   134.86 kcal per mole
Total charge   +1
LUMO energy (spin up / spin down)   -5.593 / -5.593 eV

Positions of all 14 atoms, in Å:
C1 1.463 1.413 -1.038
C2 -0.333 -2.187 0.943
N1 0.696 2.402 -1.252
N2 1.740 0.150 -1.340
N3 -0.258 0.167 1.972
O1 2.795 -0.381 -1.639
O2 0.706 -0.474 -0.775
S1 0.675 -0.797 1.344
H1 0.170 -3.190 0.944
H2 -0.860 -2.040 -0.074
H3 -1.003 -2.086 1.707
H4 0.515 3.138 -0.595
H5 0.129 2.390 -2.133
H6 0.231 0.997 2.299

Cartesian forces (eV/Å) of the 6 atoms listed first:
C 0.5 0.8 1.8
C 0.4 -0.8 -3.1
N -0.8 -1.5 -3.0
N 0.7 0.0 0.9
N -1.4 1.0 0.5
O -1.6 0.6 -0.3

# 3
Here is a structure of composition C22H22IO6S5Y from the OMol25 dataset. Energies are from ωB97M-V/def2-TZVPD.

Results
HOMO energy   -8.140 eV
Orbital gap   8.313 eV
2S+1   1
Energy relative to the best compared isomer or geometry (same formula, charge and spin)   18.96 kcal per mole
Total charge   0
LUMO energy   0.173 eV

Positions of all 57 atoms, in Å:
Y1 0.277 -0.707 -0.110
C1 -2.035 3.579 2.831
C2 -1.156 4.321 1.832
S1 -0.405 3.251 0.570
C3 1.351 3.445 0.913
C4 1.827 2.810 2.210
S2 1.677 0.999 2.230
C5 0.626 0.665 3.656
C6 -0.842 1.063 3.531
S3 -1.183 2.729 4.179
H1 -2.696 2.879 2.316
H2 -2.685 4.298 3.335
H3 -0.378 4.877 2.356
H4 -1.773 5.057 1.311
H5 1.625 4.503 0.911
H6 1.848 2.995 0.051
H7 1.265 3.205 3.056
H8 2.879 3.053 2.369
H9 1.084 1.136 4.527
H10 0.714 -0.412 3.797
H11 -1.445 0.355 4.102
H12 -1.169 1.022 2.492
O1 -1.065 -2.406 -0.872
S4 -0.030 -3.214 -1.573
O2 -0.468 -3.893 -2.746
O3 1.102 -2.274 -1.724
C7 0.485 -4.472 -0.383
C8 0.376 -5.767 -0.852
C9 0.724 -6.865 -0.066
C10 1.187 -6.661 1.214
C11 1.299 -5.361 1.701
C12 0.958 -4.266 0.930
S5 1.211 -2.692 1.762
O4 1.782 -2.956 3.044
O5 -0.100 -1.986 1.801
O6 2.037 -1.880 0.836
H13 0.009 -5.921 -1.856
H14 0.627 -7.863 -0.470
H15 1.464 -7.495 1.844
H16 1.664 -5.197 2.704
I1 -2.665 0.447 -0.316
C13 -2.155 1.067 -2.256
C14 -3.190 1.270 -3.125
C15 -2.923 1.704 -4.438
C16 -1.638 1.928 -4.831
C17 -0.561 1.723 -3.937
C18 0.771 1.975 -4.345
C19 1.811 1.766 -3.490
C20 1.560 1.272 -2.188
C21 0.290 1.016 -1.710
C22 -0.793 1.266 -2.613
H17 -4.213 1.102 -2.818
H18 -3.747 1.856 -5.122
H19 -1.424 2.267 -5.837
H20 0.944 2.335 -5.352
H21 2.826 1.962 -3.811
H22 2.438 1.089 -1.565

Cartesian forces (eV/Å) of the 6 atoms listed first:
Y 0.4 0.0 -0.2
C -0.2 0.0 -0.1
C 0.0 0.1 0.0
S 0.0 0.1 0.0
C 0.1 0.0 0.0
C -0.1 0.1 0.0